# 1
Computed, not measured: 4 unconnected molecules or ions with the total composition C3H12IO3 at a distorted geometry, with the ωB97M-V functional and the def2-TZVPD basis.

Geometry as XYZ:
```
19
Properties=species:S:1:pos:R:3:forces:R:3:mulliken_charge:R:1
O 1.98789 -0.65643 -3.16259 0.280 0.123 -0.568 -0.46
H 3.64065 -1.51819 -2.25952 -0.003 0.052 0.072 0.23
O -0.58566 -0.49600 2.96684 0.172 0.133 0.212 -0.42
H 4.01475 -0.12674 -3.23642 -0.358 0.279 -0.303 0.23
H 0.73686 -1.47949 4.22315 0.217 0.027 0.066 0.21
C 3.25917 -0.53385 -2.56709 -0.294 -0.603 0.829 -0.49
H -3.51346 1.01560 -1.94656 -0.125 0.275 -0.068 0.22
C 0.51626 -0.47346 3.85550 -0.229 0.233 -0.559 -0.52
I -0.41554 -1.65630 -0.50621 0.225 0.095 -0.074 -0.72
H -2.12617 0.38236 -0.28794 -0.203 -0.108 0.214 0.17
H -2.72267 2.46402 -1.24411 -0.222 0.019 -0.179 0.23
H -0.25539 -0.69286 2.07332 -0.302 -0.126 0.016 0.20
H 1.38387 -0.03508 3.35198 0.199 -0.213 0.171 0.24
H -4.39348 2.04919 -0.78149 0.004 -0.080 0.097 0.20
H 1.37102 -0.98465 -2.48681 -0.078 0.033 0.067 0.18
O -2.92809 0.84383 0.02271 -0.244 0.318 -0.145 -0.41
C -3.42015 1.63736 -1.04681 0.743 -0.461 0.127 -0.50
H 0.28004 0.18046 4.69682 -0.125 -0.099 0.065 0.20
H 3.17010 0.08026 -1.66478 0.344 0.103 -0.040 0.22
```
Forces are in eV/Å.

Properties
- highest occupied orbital energy (eV) = -4.425
- spin multiplicity = 1
- molar mass (g/mol) = 223.030
- ΔE to the lowest compared entry with this formula, charge and spin (eV) = 1.5318
- gap between HOMO and LUMO (eV) = 8.00
- net charge = -1

---

# 2
Computed, not measured: a molecular structure, C21H26Br2N5OTl at a distorted geometry, with the ωB97M-V functional and the def2-TZVPD basis.

Geometry as XYZ:
```
56
Properties=species:S:1:pos:R:3:forces:R:3:mulliken_charge:R:1
C 1.49134 -2.73302 -1.59297 0.098 -1.210 0.585 -0.89
Tl -0.22454 -0.71694 0.40406 -0.106 1.150 0.282 0.89
H 1.72533 3.38585 -2.07719 -0.651 -0.550 1.376 0.31
H -2.64631 -2.34671 -0.47483 0.497 -0.281 -0.250 0.35
N 0.06928 -2.32236 -1.47102 1.172 -0.730 0.000 -0.30
C 0.90108 -3.64757 1.98232 1.128 0.173 -0.126 -0.96
C -1.97133 -3.20549 -0.29425 -0.157 -0.680 1.641 -0.99
C -5.20045 2.54935 -1.60290 1.133 2.899 -0.602 -0.43
N -1.37229 -2.97651 1.06856 0.272 -0.317 -0.045 -0.28
C 4.09239 2.67596 3.17131 0.469 0.364 0.396 -0.16
H -0.08836 5.39880 -1.78155 -0.029 -0.139 0.378 0.38
C -2.98612 3.69886 -1.61309 -1.497 -3.652 -0.278 0.79
H -2.58729 -4.13383 -0.27917 0.158 0.483 -0.093 0.37
Br -5.25518 5.26516 -2.45327 -0.163 0.194 -0.100 -0.27
C -2.39926 2.32639 -1.40903 -0.293 2.020 0.563 0.13
H 4.45377 3.48119 3.80860 -0.031 -0.216 -0.013 0.38
H -2.05597 -2.63344 1.73389 -0.115 -0.146 -0.275 0.33
H -0.41762 -4.43173 -1.26999 -0.367 1.208 0.054 0.23
H 2.45492 -2.41636 1.27542 -0.252 0.048 0.423 0.25
H 1.41377 -4.56112 2.33881 -0.046 0.053 -0.255 0.35
C 4.92294 2.15325 2.19004 -1.562 -1.655 -0.839 -0.57
Br -5.81014 0.22490 -0.26328 -0.493 -1.045 0.218 -0.23
N 3.12192 0.69330 1.50762 0.488 -0.022 -0.800 -0.15
H -6.24284 2.60821 -1.82761 -0.571 0.065 0.212 0.46
C -0.28821 3.31409 -1.27097 -0.996 -1.981 -0.365 0.51
C 4.38914 1.11815 1.38476 -0.411 0.921 1.046 -0.25
C 2.00395 -3.52642 -0.35053 -0.500 -0.349 -0.274 -0.77
H 1.67327 -3.40888 -2.45739 -0.275 0.324 0.214 0.37
C -0.90901 -3.41693 -1.36159 -0.552 -0.563 -1.147 -0.28
H -2.58914 5.73861 -1.79520 -0.088 0.860 -0.364 0.42
C -4.41514 3.68834 -1.82986 0.272 -0.798 0.330 -0.13
N 1.65841 -2.93138 0.93095 -0.483 0.202 -0.071 -0.04
H 4.97701 0.65967 0.60237 0.103 -0.108 0.010 0.37
H 1.56400 3.59804 -0.28703 0.373 0.293 0.272 0.31
C -4.65666 1.40614 -1.10416 2.821 -1.400 -0.197 -0.26
C 2.32850 1.25700 2.40546 0.351 0.126 0.776 0.17
H 2.12386 -1.86719 -1.75719 -0.163 0.396 0.103 0.43
H 5.92573 2.43319 2.00577 0.784 0.583 0.097 0.43
N -1.08019 2.20341 -1.17711 0.341 1.332 -0.379 -0.08
H 1.33663 1.95820 -0.93446 -0.089 1.111 -0.348 0.01
C -0.53449 -4.05052 1.67044 -0.159 0.192 -1.279 -0.61
H -0.91325 -4.43338 2.61476 -0.455 0.070 0.048 0.44
H 2.13208 2.58447 4.14548 0.748 -0.341 -0.942 0.32
H -1.49993 -3.45609 -2.30866 0.498 -0.167 0.491 0.38
H -0.09115 -1.79640 -2.30446 -0.619 0.479 -0.442 0.29
H 3.10372 -3.61062 -0.45454 -0.508 -0.193 -0.012 0.42
H 1.28988 0.91346 2.36431 0.292 0.218 0.358 0.17
H 1.55877 -4.53813 -0.40926 0.408 0.290 0.095 0.30
C -2.14716 4.78118 -1.69236 1.477 -0.570 0.323 -0.60
C 2.80676 2.19439 3.34107 -1.248 0.089 -0.101 -0.73
O -2.67233 0.01254 -0.98436 0.308 -1.488 0.450 -0.48
H 0.91708 -2.98991 2.85724 -0.151 0.127 -0.163 0.38
H -0.55017 -4.90264 0.97103 0.104 0.158 0.207 0.24
C 1.16666 3.05420 -1.12932 1.103 -0.722 -1.026 -0.91
C -3.22866 1.10172 -1.18501 -1.283 2.201 0.138 -0.12
C -0.76904 4.57555 -1.57069 -1.087 0.698 -0.297 -0.70
```
Forces are in eV/Å.

Properties
- highest occupied orbital energy (eV) = -5.829
- spin multiplicity = 1
- molar mass (g/mol) = 728.664
- gap between HOMO and LUMO (eV) = 5.92
- net charge = 0

---

# 3
Computed, not measured: a molecular structure, C26H35CsGeN2O10S4Se at a distorted geometry, with the ωB97M-V functional and the def2-TZVPD basis.

Geometry as XYZ:
```
80
Properties=species:S:1:pos:R:3:forces:R:3:mulliken_charge:R:1
S 0.67435 -0.44477 3.13634 0.818 0.118 -0.586 1.16
O 2.52955 2.13150 0.71332 0.199 0.082 -0.003 -0.49
H -0.05120 2.74656 1.23612 0.007 -0.042 0.084 1.12
C 0.61392 5.61461 -0.39081 -0.194 -0.318 0.032 0.70
H -3.54711 1.52897 0.05966 -0.010 0.015 0.007 0.04
H -0.52808 6.27064 -2.10567 0.015 0.013 0.006 0.43
H -0.92161 -2.36117 0.90125 0.191 0.007 -0.059 0.06
O 4.78616 1.18240 0.58170 -0.008 0.076 -0.055 -0.78
S -1.22861 0.17836 -3.56240 -0.390 -0.395 -1.159 1.53
C 0.90110 -4.42149 0.47028 -0.017 0.160 -0.068 -0.83
Se -4.63269 -0.35868 -1.25214 -0.132 -0.073 -0.015 0.01
H -4.40012 1.99949 2.09632 0.019 -0.039 -0.017 0.31
H 3.94456 0.35534 6.58445 0.028 0.008 0.006 0.36
H -5.33037 -2.25446 2.09234 -0.012 -0.002 -0.015 0.35
C 0.13928 -3.47200 -5.97713 0.017 0.019 0.015 1.14
C -0.66718 -1.19263 -4.57650 -0.089 0.160 0.085 -0.29
O -1.79038 -0.52115 -2.40010 0.200 0.289 0.045 -0.41
H -1.84384 -3.80355 0.42571 -0.036 0.007 -0.046 0.46
N -1.12871 3.45590 -0.37282 0.005 -0.055 0.083 -0.20
O 2.81133 -0.24689 0.35099 0.790 -0.129 0.044 -0.66
H -6.90713 -0.96676 -0.46906 -0.032 0.009 0.014 0.35
C 0.66010 -1.58060 -4.56405 0.047 0.007 0.013 -0.45
C 1.49333 6.74552 -0.40146 0.168 0.242 0.031 0.04
H -5.76955 2.15591 3.19610 -0.012 -0.029 0.012 0.39
C -0.15106 3.55598 0.52274 0.081 -0.089 0.040 -0.83
H 0.31015 -4.67372 -7.76301 -0.008 0.001 -0.003 0.33
H -1.91225 -2.33865 -0.59811 0.068 -0.022 -0.080 0.01
H -4.89614 -1.21686 3.45988 0.004 0.007 0.007 0.39
Cs 0.30547 0.20918 -0.57673 -0.119 0.085 -0.018 0.99
H -4.73324 2.12946 -1.14008 0.018 0.050 0.075 0.41
Ge -6.12624 0.13058 1.67502 0.010 -0.020 -0.064 0.42
O -0.06639 -0.44587 4.38287 -0.040 0.053 0.010 -0.77
H 1.14966 -3.66324 1.21637 0.035 -0.017 0.013 0.23
H 1.56969 4.59412 1.26393 0.005 0.016 0.006 0.42
C -1.19164 -3.05821 -5.99214 0.021 0.028 0.017 -0.58
C 0.75796 4.60627 0.55231 0.009 0.078 -0.113 -0.65
H -7.86707 0.01234 3.57285 0.021 -0.002 0.017 0.36
C -1.59437 -1.93110 -5.29691 -0.075 -0.063 -0.062 -0.56
H 5.37485 1.37519 2.68193 -0.024 -0.001 -0.023 0.48
C -1.28058 -2.94563 0.05129 -0.346 -0.156 0.153 -0.51
O -0.02084 0.96256 -3.33066 -0.212 -0.031 0.240 -0.79
H -2.01545 4.28240 -2.03130 -0.004 0.003 0.000 0.39
O -2.24630 0.88181 -4.32225 0.005 0.017 -0.033 -0.84
N 2.16916 7.67548 -0.40278 -0.004 -0.006 -0.022 -0.55
H -3.12493 1.60305 -1.65155 0.007 -0.178 -0.068 -0.08
C -0.40287 5.51686 -1.34118 0.009 -0.019 0.023 -0.74
C 0.55712 -4.72440 -6.69988 0.005 -0.013 -0.008 -1.46
C 4.58904 1.01522 3.33104 0.193 0.075 0.088 -0.48
H 2.09647 -3.02115 -5.22817 0.003 -0.017 -0.013 0.26
C 3.81054 0.44829 5.51312 -0.077 -0.015 -0.092 -0.57
C -3.93140 1.41585 -0.94978 0.034 0.258 -0.029 -0.32
H 1.37953 -0.99736 -4.00446 -0.010 0.016 0.007 0.49
H 5.78744 1.19812 5.09765 -0.006 -0.001 0.023 0.35
O 0.88724 -1.77127 2.56840 -0.017 -0.105 0.112 -0.67
C 2.35007 0.18143 3.57440 -0.181 -0.199 -0.017 -0.06
O 0.18606 0.49670 2.13644 -0.384 0.402 0.575 -0.37
H -3.94039 -1.17494 1.97386 -0.005 0.044 -0.031 0.26
C 4.82198 0.91280 4.69607 -0.064 -0.007 -0.082 -0.55
C -6.31638 -0.06698 -0.28104 0.112 -0.130 0.221 -0.97
S 0.08824 -3.59201 -0.90824 0.256 0.244 0.186 0.77
C -1.23426 4.41358 -1.29053 -0.021 0.047 -0.099 -0.19
H -8.63304 0.62547 2.10285 0.017 0.024 -0.022 0.35
C -4.94965 -1.27088 2.37176 -0.080 0.089 -0.001 -1.03
H -2.63092 -1.61878 -5.29875 -0.002 0.019 0.013 0.40
C 1.05676 -2.71524 -5.26085 -0.025 -0.008 -0.007 -0.73
H 1.79568 -0.27074 5.56753 -0.016 -0.004 -0.026 0.45
H 1.80148 -4.89075 0.07885 0.021 0.015 -0.007 0.35
H -5.92191 2.67818 1.51438 -0.004 0.003 -0.013 0.36
C 3.38018 0.66637 2.73859 0.086 0.168 -0.235 0.05
H -1.92409 -3.63901 -6.54316 -0.006 -0.005 -0.006 0.33
H 1.63095 -4.88907 -6.61077 0.008 0.005 0.002 0.34
C -7.91962 -0.10402 2.48939 0.128 0.009 -0.092 -1.21
O -0.44733 -4.64830 -1.81165 -0.124 -0.213 -0.030 -0.73
H -6.85802 0.77421 -0.71802 0.035 0.018 -0.024 0.40
H -8.30231 -1.10212 2.27044 -0.006 -0.013 0.004 0.35
H 0.23418 -5.17937 0.88243 -0.068 0.026 -0.032 0.31
C 2.59751 0.09183 4.93962 0.029 -0.028 0.217 -0.66
S 3.39232 0.96783 0.91203 -0.791 -0.484 0.845 1.14
H 0.05063 -5.59795 -6.28427 -0.001 -0.006 0.002 0.31
C -5.48347 1.92367 2.16889 -0.070 -0.077 0.003 -1.15
```
Forces are in eV/Å.

Properties
- highest occupied orbital energy (eV) = -3.686
- spin multiplicity = 1
- molar mass (g/mol) = 948.313
- ΔE to the lowest compared entry with this formula, charge and spin (eV) = 0.2477
- gap between HOMO and LUMO (eV) = 7.36
- net charge = -2

---

> Among the records above, which one has the highest gap between HOMO and LUMO?

C3H12IO3

---

> Look up the gap between HOMO and LUMO of the third one.

7.36 eV